Entry 1:
{
  "formula": "C4H3N",
  "method": "wB97M-V/def2-TZVPD",
  "multiplicity": 3,
  "max_force_ev_per_a": 4.0,
  "gap_ev": [7.968, 9.972],
  "de_lowest_ev": 2.0243,
  "lumo_energy_ev": [-0.78, -1.12],
  "charge": 0,
  "homo_ha": [-0.3213, -0.4074],
  "elements": ["C", "C", "C", "C", "N", "H", "H", "H"],
  "xyz": [[-1.692, 1.653, 0.039], [0.648, -0.441, 0.053], [1.610, -1.233, 0.426], [-1.549, 0.642, -0.734], [-1.499, 2.665, 0.614], [1.612, -1.962, 1.175], [2.412, -1.170, -0.173], [-1.542, -0.154, -1.399]],
  "lowdin_spin": [0.23, 0.08, 0.01, 0.98, 0.66, 0.00, 0.00, 0.05]
}


Entry 2:
{
  "formula": "C4H3N2O3",
  "method": "wB97M-V/def2-TZVPD",
  "multiplicity": 3,
  "max_force_ev_per_a": 3.7,
  "gap_ev": [6.344, 7.802],
  "de_lowest_ev": 0.0000,
  "lumo_energy_ev": [3.54, 3.56],
  "charge": -1,
  "homo_ha": [-0.1031, -0.1558],
  "elements": ["C", "C", "C", "C", "N", "N", "O", "O", "O", "H", "H", "H"],
  "xyz": [[-1.877, 0.027, 0.075], [-0.698, -0.848, 0.061], [-0.223, 1.382, 0.008], [1.723, -0.239, -0.027], [-1.616, 1.276, 0.040], [0.326, 0.096, -0.002], [-3.769, -1.070, -0.109], [-0.521, -2.045, 0.084], [0.433, 2.400, -0.020], [1.921, -0.920, -0.860], [2.290, 0.681, -0.150], [2.010, -0.739, 0.900]],
  "lowdin_spin": [0.35, 0.05, 0.02, 0.00, 0.05, 0.01, 1.49, 0.02, 0.01, 0.00, 0.00, 0.00]
}


Entry 3:
{
  "formula": "C4H3N3",
  "method": "wB97M-V/def2-TZVPD",
  "max_force_ev_per_a": 0.7,
  "gap_ev": 10.221,
  "de_lowest_ev": 3.9057,
  "smiles": "C#C[C@H]1C=NN=N1",
  "lumo_energy_ev": -0.11,
  "charge": 0,
  "homo_ha": -0.3797,
  "elements": ["C", "C", "C", "C", "N", "N", "N", "H", "H", "H"],
  "xyz": [[2.473, -0.276, -0.345], [1.291, -0.262, -0.112], [-0.113, -0.214, 0.295], [-0.975, 0.962, -0.043], [-2.173, 0.596, -0.264], [-2.169, -0.856, -0.221], [-1.036, -1.324, -0.036], [3.521, -0.324, -0.566], [-0.142, -0.306, 1.398], [-0.677, 2.004, -0.105]],
  "lowdin_charge": [0.13, -0.09, -0.34, -0.12, 0.05, -0.01, 0.04, 0.04, 0.17, 0.12]
}


Entry 4:
{
  "formula": "C4H3N3",
  "method": "wB97M-V/def2-TZVPD",
  "max_force_ev_per_a": 1.2,
  "gap_ev": 9.123,
  "de_lowest_ev": 2.4169,
  "smiles": "[H]/N=C(\\C#N)N=C=C",
  "lumo_energy_ev": -0.13,
  "charge": 0,
  "homo_ha": -0.3400,
  "elements": ["H", "N", "C", "C", "N", "N", "C", "C", "H", "H"],
  "xyz": [[1.945, 1.983, -0.124], [1.044, 1.513, -0.082], [1.142, 0.247, -0.005], [2.422, -0.446, -0.001], [3.478, -0.919, 0.013], [0.015, -0.495, 0.246], [-1.185, -0.418, 0.051], [-2.488, -0.377, -0.054], [-3.111, -1.258, -0.182], [-2.932, 0.610, 0.006]],
  "lowdin_charge": [0.07, 0.16, -0.45, -0.14, 0.17, 0.16, -0.12, 0.03, 0.06, 0.07]
}


Entry 5:
{
  "formula": "C4H3N3",
  "method": "wB97M-V/def2-TZVPD",
  "max_force_ev_per_a": 1.1,
  "gap_ev": 11.301,
  "de_lowest_ev": 5.3181,
  "lumo_energy_ev": 0.51,
  "charge": 0,
  "homo_ha": -0.3965,
  "elements": ["N", "C", "C", "N", "C", "C", "N", "H", "H", "H"],
  "xyz": [[-0.762, -1.487, -1.742], [-1.111, -2.051, -2.715], [0.712, 0.103, -1.022], [1.591, 0.818, -1.263], [0.570, 1.383, 1.655], [-0.442, 0.834, 2.008], [-0.344, -0.696, -0.736], [1.459, 1.870, 1.313], [-1.352, 0.378, 2.332], [-0.322, -1.151, 0.171]],
  "lowdin_charge": [-0.11, 0.05, -0.30, 0.17, -0.01, -0.01, 0.02, 0.03, 0.03, 0.14]
}


Entry 6:
{
  "formula": "C4H3N3O",
  "method": "wB97M-V/def2-TZVPD",
  "max_force_ev_per_a": 3.9,
  "gap_ev": 8.779,
  "de_lowest_ev": 3.1400,
  "lumo_energy_ev": -1.00,
  "charge": 0,
  "homo_ha": -0.3594,
  "elements": ["C", "C", "C", "C", "N", "N", "N", "O", "H", "H", "H"],
  "xyz": [[-3.340, -0.078, -0.031], [-2.036, 0.251, 0.139], [0.741, -0.064, -0.159], [2.199, -0.117, -0.126], [-4.382, -0.540, -0.184], [-1.083, 0.725, 0.649], [0.115, 0.844, 0.739], [0.097, -0.637, -0.968], [2.595, -0.880, 0.626], [2.637, -0.357, -1.052], [2.456, 0.853, 0.366]],
  "lowdin_charge": [-0.19, 0.04, -0.54, -0.01, 0.19, 0.02, 0.09, 0.11, 0.12, 0.07, 0.10]
}


Entry 7:
{
  "formula": "C4H3N3O",
  "method": "wB97M-V/def2-TZVPD",
  "max_force_ev_per_a": 4.2,
  "gap_ev": 8.761,
  "de_lowest_ev": 2.9019,
  "smiles": "O=c1cnnccn1",
  "lumo_energy_ev": -1.04,
  "charge": 0,
  "homo_ha": -0.3603,
  "elements": ["O", "C", "C", "N", "N", "C", "C", "N", "H", "H", "H"],
  "xyz": [[1.985, -0.155, 0.839], [1.053, -0.117, 0.046], [0.592, 1.292, -0.471], [-0.635, 1.459, -0.424], [-1.421, 0.785, 0.517], [-1.503, -0.503, 0.440], [-0.687, -1.437, -0.340], [0.571, -1.227, -0.720], [1.301, 1.908, -0.983], [-2.274, -0.882, 1.184], [-1.244, -2.312, -0.580]],
  "lowdin_charge": [0.09, -0.44, -0.04, 0.03, 0.06, -0.14, -0.08, 0.18, 0.11, 0.13, 0.10]
}


Entry 8:
{
  "formula": "C4H3N3O",
  "method": "wB97M-V/def2-TZVPD",
  "max_force_ev_per_a": 7.5,
  "gap_ev": 9.606,
  "de_lowest_ev": 3.9664,
  "lumo_energy_ev": -0.26,
  "charge": 0,
  "homo_ha": -0.3625,
  "elements": ["C", "C", "C", "C", "H", "H", "H", "N", "N", "N", "O"],
  "xyz": [[-1.742, 0.440, 0.011], [-0.170, -0.871, -0.084], [1.954, -0.661, -0.096], [-0.375, 0.585, -0.215], [-2.175, 1.158, 0.954], [-2.303, 0.716, -0.858], [2.942, -0.835, -0.140], [0.885, -1.491, 0.144], [1.881, 0.641, 0.074], [0.651, 1.368, 0.120], [-1.546, -1.050, 0.091]],
  "lowdin_charge": [-0.08, -0.29, -0.16, -0.23, 0.21, 0.11, 0.07, 0.19, 0.03, 0.12, 0.04]
}


Entry 9:
{
  "formula": "C4H3N3O",
  "method": "wB97M-V/def2-TZVPD",
  "max_force_ev_per_a": 5.8,
  "gap_ev": 7.849,
  "de_lowest_ev": 4.1059,
  "smiles": "O=c1ccnncn1",
  "lumo_energy_ev": -1.98,
  "charge": 0,
  "homo_ha": -0.3611,
  "elements": ["O", "C", "C", "C", "N", "N", "C", "N", "H", "H", "H"],
  "xyz": [[1.897, -0.339, -0.989], [1.169, -0.077, 0.017], [0.329, -1.159, 0.838], [-0.949, -1.387, 0.173], [-1.628, -0.394, -0.481], [-1.367, 0.886, -0.474], [-0.396, 1.462, 0.274], [0.857, 1.141, 0.662], [0.791, -1.814, 1.545], [-1.409, -2.387, 0.033], [-0.508, 2.453, 0.566]],
  "lowdin_charge": [0.07, -0.43, 0.13, -0.10, 0.00, 0.04, -0.19, 0.18, 0.09, 0.11, 0.09]
}


Entry 10:
{
  "formula": "C4H3NO",
  "method": "wB97M-V/def2-TZVPD",
  "max_force_ev_per_a": 4.8,
  "gap_ev": [6.907, 6.912],
  "de_lowest_ev": 7.2301,
  "lumo_energy_ev": [-3.38, -3.38],
  "charge": 0,
  "homo_ha": [-0.3780, -0.3781],
  "elements": ["C", "C", "C", "C", "N", "O", "H", "H", "H"],
  "xyz": [[-3.090, 3.107, -1.985], [-2.250, 2.201, -1.681], [-0.847, 0.725, -0.989], [0.022, -0.027, -0.039], [-0.968, 0.504, -2.233], [-1.580, 1.749, -0.546], [-0.502, -0.912, 0.318], [0.257, 0.607, 0.813], [0.931, -0.345, -0.542]],
  "lowdin_charge": [0.15, -0.23, -0.54, 0.02, 0.33, -0.01, 0.10, 0.10, 0.09]
}


Entry 11:
{
  "formula": "C4H3NO",
  "method": "wB97M-V/def2-TZVPD",
  "max_force_ev_per_a": 5.4,
  "gap_ev": 8.775,
  "de_lowest_ev": 4.0845,
  "lumo_energy_ev": -1.63,
  "charge": 0,
  "homo_ha": -0.3823,
  "elements": ["C", "C", "C", "C", "N", "O", "H", "H", "H"],
  "xyz": [[-0.723, 1.853, -0.284], [0.185, -0.691, 0.998], [0.674, -0.680, -0.424], [-0.743, -0.278, -0.028], [-0.491, 2.954, -0.479], [0.237, -0.945, 2.122], [1.395, 0.168, -0.523], [1.054, -1.529, -1.016], [-1.588, -0.852, -0.366]],
  "lowdin_charge": [-0.12, -0.44, -0.05, 0.03, 0.01, 0.20, 0.13, 0.12, 0.11]
}


Entry 12:
{
  "formula": "C4H3NO",
  "method": "wB97M-V/def2-TZVPD",
  "max_force_ev_per_a": 1.5,
  "gap_ev": [8.705, 8.339],
  "de_lowest_ev": 3.9870,
  "lumo_energy_ev": [-1.03, -0.66],
  "charge": 0,
  "homo_ha": [-0.3576, -0.3308],
  "elements": ["O", "C", "C", "C", "C", "N", "H", "H", "H"],
  "xyz": [[-1.984, 0.812, -0.260], [-0.195, -0.723, -0.066], [1.142, -0.311, -0.183], [2.292, 0.033, -0.329], [-1.220, 0.037, 0.563], [-1.251, -0.329, 1.744], [-1.515, 1.650, -0.354], [-0.545, -1.529, -0.713], [3.317, 0.318, -0.422]],
  "lowdin_charge": [0.07, -0.03, -0.13, 0.14, -0.63, 0.30, 0.11, 0.13, 0.04]
}